A structure of composition C6H12F10Li5N5O26S10 in a non-equilibrium geometry. Source: the Open Molecules 2025 dataset; level of theory: the ωB97M-V functional and the def2-TZVPD basis.

## Properties
Orbital gap = 8.765 eV
Energy above the lowest of the compared OMol25 structures with the same formula, charge and spin = 35.04 kcal/mol
Electronic energy = -203651.5709 eV

Geometry as ORCA input:
```
! wB97M-V def2-TZVPD RIJCOSX def2/J DEFGRID3
* xyz 0 1
H -5.692 -2.503 -1.528
N 3.381 3.233 1.453
O 5.898 3.740 1.700
Li -3.464 0.454 -2.418
O -5.747 -1.924 0.384
O 0.092 0.517 4.805
Li -1.027 -0.774 -2.231
F 2.135 0.448 3.532
O -1.642 1.087 -1.457
O -3.293 0.883 -5.598
Li 2.759 3.126 3.194
F -1.064 1.074 -4.654
F -0.480 4.171 2.502
H 3.929 -1.546 -1.641
O 3.543 5.916 1.223
S 4.810 2.965 1.093
C 3.519 -1.906 1.089
O -0.296 -4.410 -1.845
F 1.765 4.593 0.282
N 0.878 2.331 2.928
F 2.723 0.933 -1.395
H 5.594 -1.912 -1.445
O -3.615 -2.294 -5.214
O 0.835 0.603 -2.833
H 2.571 -3.729 3.709
O 0.114 -0.122 2.396
N -0.377 -1.846 -0.698
O -0.821 3.508 -1.069
O 2.517 -1.194 0.969
S 1.284 1.609 -1.884
O 5.027 2.178 -0.115
S 3.373 4.685 0.500
S -1.148 -2.802 0.280
O 3.647 -2.751 2.057
O -2.289 -3.560 -0.208
F -3.733 -2.498 -2.888
H 1.788 -2.308 2.970
S -0.407 2.927 3.485
O -4.269 -0.565 -0.722
F -2.061 -1.536 0.886
C -5.576 -2.967 -0.548
H 5.022 -0.350 -0.806
S 0.557 0.723 3.477
O 4.548 -2.039 0.330
F 1.114 -2.634 -2.549
H -3.468 0.851 2.319
O 1.758 2.902 -2.410
Li 1.703 2.413 1.099
O -0.164 3.686 4.752
H -3.929 1.264 0.647
C -4.304 1.044 1.647
N -2.417 -0.644 -3.544
H -6.442 -3.628 -0.492
H -5.035 1.795 1.947
C 4.765 -1.398 -0.958
N 0.774 1.428 -0.412
H 3.083 -2.123 3.929
O -5.110 -0.207 1.483
C -4.931 -0.857 0.306
S 0.459 -3.330 -1.240
S -2.198 0.012 -5.140
F 4.930 1.804 2.233
C 2.740 -2.807 3.153
S -2.729 -2.060 -4.074
O -1.378 -0.762 -6.077
S -0.723 2.069 -0.782
O -1.705 2.320 3.276
O 3.876 4.597 -0.852
O -1.634 -2.970 -3.805
H -4.662 -3.554 -0.452
O -0.481 -3.360 1.440
O 1.636 -3.725 -0.508
Li 0.571 -0.347 0.345
F -1.403 2.054 0.674
*
```